No. 1
# C50H143N7O18

18 unconnected molecules or ions with the total composition C50H143N7O18 (ωB97M-V/def2-TZVPD, the Open Molecules 2025 dataset).

Geometry (Å):
C 3.160 0.879 -3.568
C 2.021 1.909 -3.672
O 1.934 2.275 -5.013
H 3.299 0.466 -2.569
H 4.117 1.328 -3.834
H 2.931 -0.034 -4.118
H 2.321 2.741 -3.036
H 1.090 1.484 -3.295
H 1.751 3.217 -5.056
C 6.237 1.783 -0.665
C 7.141 0.588 -0.834
O 6.534 -0.663 -0.536
H 6.814 2.700 -0.551
H 5.771 1.684 0.316
H 5.492 1.939 -1.445
H 7.896 0.811 -0.079
H 7.642 0.577 -1.802
H 7.240 -1.312 -0.582
C -3.252 -4.496 3.222
C -2.515 -3.239 2.799
O -1.518 -2.867 3.724
H -4.093 -4.744 2.574
H -3.769 -4.503 4.182
H -2.547 -5.328 3.233
H -3.232 -2.418 2.800
H -2.189 -3.241 1.759
H -1.527 -1.917 3.857
C -3.269 -0.416 5.562
C -2.799 0.582 4.508
O -1.610 0.168 4.010
H -3.538 -1.335 5.042
H -4.173 -0.034 6.036
H -2.547 -0.706 6.325
H -2.562 1.482 5.076
H -3.524 0.842 3.736
H -0.953 0.806 4.298
C -6.184 -0.813 2.673
C -5.775 0.302 1.694
O -4.820 -0.170 0.662
H -7.158 -0.545 3.084
H -5.467 -0.921 3.487
H -6.106 -1.805 2.229
H -5.288 1.136 2.198
H -6.635 0.736 1.185
H -5.319 -0.817 0.159
C -3.653 3.664 -0.035
C -3.014 3.835 1.377
O -1.604 3.591 1.261
H -3.141 4.302 -0.756
H -4.722 3.873 0.008
H -3.475 2.685 -0.479
H -3.440 3.192 2.147
H -3.253 4.796 1.831
H -1.528 2.652 1.077
C 0.978 -2.937 -1.588
C 1.147 -2.173 -2.882
O 0.153 -2.513 -3.816
H 0.730 -2.297 -0.741
H 1.949 -3.351 -1.318
H 0.295 -3.782 -1.670
H 2.039 -2.365 -3.479
H 1.101 -1.092 -2.752
H 0.239 -1.918 -4.565
C 5.356 -1.980 2.934
C 6.741 -1.618 3.429
O 7.140 -0.441 2.784
H 4.913 -2.903 3.309
H 5.343 -2.075 1.848
H 4.591 -1.243 3.178
H 7.455 -2.414 3.216
H 6.702 -1.429 4.502
H 7.111 -0.644 1.847
C 1.630 0.555 5.238
C 1.542 1.944 4.667
O 0.292 2.138 4.079
H 1.867 -0.255 4.549
H 0.705 0.241 5.722
H 2.349 0.475 6.054
H 2.330 2.087 3.928
H 1.619 2.617 5.521
H 0.320 3.063 3.822
C 1.793 -3.064 3.115
C 1.832 -4.368 2.315
O 2.945 -5.115 2.703
H 2.709 -2.536 2.851
H 1.688 -3.132 4.198
H 0.965 -2.440 2.779
H 1.846 -4.278 1.229
H 0.911 -4.939 2.439
H 2.880 -5.976 2.283
C -0.502 4.120 -3.137
C -0.453 4.862 -4.473
O 0.823 4.702 -5.030
H -1.411 4.397 -2.603
H 0.351 4.258 -2.474
H -0.578 3.058 -3.374
H -0.537 5.935 -4.303
H -1.223 4.514 -5.162
H 0.737 5.074 -5.911
C -8.159 -2.998 -5.172
C -8.449 -1.898 -4.130
C -7.377 -0.792 -4.240
O -6.193 -1.260 -3.730
C -5.286 -0.251 -3.583
N -9.779 -1.380 -4.410
H -8.396 -2.712 -6.197
H -8.683 -3.931 -4.967
H -7.099 -3.244 -5.246
H -8.458 -2.260 -3.102
H -7.774 0.051 -3.675
H -7.285 -0.434 -5.266
H -4.914 0.002 -4.576
H -4.468 -0.636 -2.975
H -5.633 0.622 -3.030
H -10.334 -2.092 -4.863
H -9.837 -0.603 -5.053
C -1.403 0.599 -1.081
C -1.000 0.104 0.345
C 0.438 0.592 0.814
O 1.439 -0.111 0.044
C 2.801 0.320 0.233
N -1.948 0.732 1.300
H -0.808 0.220 -1.912
H -1.520 1.679 -1.175
H -2.429 0.275 -1.256
H -1.115 -0.979 0.391
H 0.635 0.381 1.865
H 0.580 1.673 0.800
H 2.944 1.346 -0.107
H 3.479 -0.406 -0.216
H 2.977 0.170 1.298
H -1.774 0.508 2.269
H -2.868 0.371 1.090
C 5.411 5.338 7.456
C 4.689 4.317 6.577
C 5.318 3.850 5.268
O 4.551 2.768 4.750
C 5.180 2.247 3.567
N 4.364 3.210 7.427
H 5.775 6.226 6.939
H 6.327 4.938 7.891
H 4.770 5.633 8.287
H 3.779 4.799 6.218
H 6.364 3.595 5.439
H 5.327 4.713 4.602
H 6.240 1.992 3.573
H 5.155 2.918 2.708
H 4.675 1.356 3.195
H 3.733 2.604 6.923
H 3.736 3.584 8.124
C 2.314 5.646 3.586
C 1.316 5.397 2.466
C 1.941 4.661 1.272
O 2.914 5.507 0.674
C 3.581 4.903 -0.438
N 0.247 4.696 3.118
H 3.204 6.161 3.224
H 2.564 4.760 4.169
H 1.897 6.264 4.381
H 0.854 6.335 2.158
H 1.151 4.357 0.586
H 2.400 3.757 1.673
H 4.410 5.488 -0.835
H 2.895 4.801 -1.279
H 3.909 3.871 -0.312
H -0.479 4.469 2.453
H -0.262 5.188 3.838
C -7.138 -4.182 -1.230
C -6.219 -3.353 -0.285
C -4.706 -3.696 -0.459
O -4.181 -3.325 -1.746
C -2.782 -3.050 -1.782
N -6.363 -1.972 -0.659
H -6.916 -3.899 -2.259
H -8.146 -3.772 -1.165
H -7.182 -5.268 -1.148
H -6.473 -3.506 0.764
H -4.461 -4.754 -0.363
H -4.122 -3.194 0.312
H -2.394 -2.378 -1.016
H -2.656 -2.605 -2.770
H -2.076 -3.873 -1.679
H -7.347 -1.788 -0.525
H -6.174 -1.913 -1.649
C 4.858 -7.384 -2.678
C 4.167 -7.073 -1.353
C 3.772 -5.563 -1.149
O 4.964 -4.849 -0.788
C 4.826 -3.425 -0.806
N 2.940 -7.849 -1.199
H 5.763 -6.802 -2.853
H 4.220 -7.071 -3.504
H 5.080 -8.444 -2.799
H 4.829 -7.464 -0.579
H 3.070 -5.485 -0.318
H 3.353 -5.164 -2.072
H 5.747 -2.998 -0.409
H 3.971 -3.102 -0.211
H 4.601 -3.071 -1.812
H 2.297 -7.555 -1.921
H 3.093 -8.807 -1.479
C -1.566 0.631 -4.597
C -0.996 0.289 -5.917
C -0.830 1.554 -6.831
O -2.104 1.920 -7.386
C -2.062 3.299 -8.038
N 0.259 -0.382 -5.690
H -1.700 -0.316 -4.074
H -2.545 1.109 -4.647
H -0.878 1.106 -3.898
H -1.641 -0.359 -6.511
H -0.167 1.377 -7.678
H -0.359 2.381 -6.300
H -3.068 3.515 -8.395
H -1.392 3.333 -8.897
H -1.862 4.067 -7.290
H 0.900 0.300 -5.311
H 0.647 -0.662 -6.580

LUMO	0.38	eV
orbital gap	9.304	eV

---

No. 2
# FHN2O3

2 unconnected molecules or ions with the total composition FHN2O3 (ωB97M-V/def2-TZVPD, the Open Molecules 2025 dataset).

Geometry (Å):
N -3.751 -0.689 -0.105
N -3.484 0.688 -0.814
O -3.863 -1.565 -0.923
O -3.881 -0.753 1.051
O -3.674 1.617 -0.098
F 0.240 0.523 0.347
H 1.019 1.020 0.712

ΔE to the lowest compared entry with this formula, charge and spin	28.7	kJ/mol
structure (SMILES)	O=N[N+](=O)[O-].F
LUMO	-1.94	eV
orbital gap	8.851	eV

---

No. 3
# C5H2Br2O2

A molecular structure, C5H2Br2O2 (ωB97M-V/def2-TZVPD, the Open Molecules 2025 dataset).

Geometry (Å):
C 1.154 0.045 0.539
C 1.097 0.133 -0.908
C -0.012 -0.361 1.232
C 0.254 -0.666 -1.578
C -1.191 0.201 0.426
O -0.233 -0.826 2.325
O -0.474 -1.372 -2.118
Br -2.864 -0.331 1.027
Br -1.250 1.931 -0.522
H 1.978 0.359 1.149
H 1.542 0.887 -1.570

LUMO (spin up / spin down)	-1.40 / -1.59	eV
orbital gap (spin up / spin down)	7.010 / 7.036	eV

---

No. 4
# C7H14O2

2 unconnected molecules or ions with the total composition C7H14O2 (ωB97M-V/def2-TZVPD, the Open Molecules 2025 dataset).

Geometry (Å):
C 0.804 0.434 -1.305
C 1.395 -0.678 1.788
C 0.832 0.468 -2.824
C 0.696 0.624 1.560
O 0.997 1.695 2.011
H 0.728 1.459 -0.932
H 1.747 0.029 -0.931
H 0.988 -1.179 2.669
H 1.300 -1.324 0.915
H 2.457 -0.479 1.933
H 1.696 1.038 -3.181
H 0.882 -0.543 -3.239
H -0.070 0.939 -3.228
C -1.816 0.701 1.827
C -0.753 -0.289 -0.884
C -1.029 -1.591 -0.630
O -0.656 0.413 1.016
H -1.423 0.159 -1.614
H -2.353 -0.233 2.001
H -2.439 1.377 1.241
H -1.524 1.170 2.766
H -1.722 -2.130 -1.264
H -0.739 -2.059 0.302

ΔE to the lowest compared entry with this formula, charge and spin	431.8	kJ/mol
structure (SMILES)	COC(C)=O.C=CCC
LUMO	0.88	eV
orbital gap	8.503	eV

---

No. 5
# ClH2NO3S

2 unconnected molecules or ions with the total composition ClH2NO3S (ωB97M-V/def2-TZVPD, the Open Molecules 2025 dataset).

Geometry (Å):
N -1.313 -1.773 0.046
O -0.518 1.187 1.772
O 1.367 1.046 0.184
O -0.467 -1.009 -0.421
S 0.721 0.497 1.513
Cl 2.044 1.281 2.991
H -2.092 -1.954 -0.723
H 0.897 1.846 -0.123

ΔE to the lowest compared entry with this formula, charge and spin	22.2	kJ/mol
LUMO	-1.08	eV
orbital gap	9.025	eV

---

No. 6
# C29H22N4O5S2Ti

A molecular structure, C29H22N4O5S2Ti (ωB97M-V/def2-TZVPD, the Open Molecules 2025 dataset).

Geometry (Å):
Ti -0.026 0.174 -0.173
O 3.178 -2.187 0.374
C 2.115 -1.451 0.585
O 1.768 -0.571 -0.186
C 1.388 -1.822 1.859
O 0.325 -0.928 2.132
C -0.939 -1.601 2.259
C -1.443 -1.966 0.847
O -2.523 -2.472 0.677
O -0.568 -1.638 -0.061
H 3.579 -1.967 -0.481
H 1.038 -2.849 1.727
H 2.092 -1.822 2.693
H -0.853 -2.497 2.875
H -1.633 -0.915 2.738
S -4.160 -0.393 -1.700
C -4.428 0.264 -0.116
C -5.623 0.449 0.566
C -5.574 1.040 1.814
C -4.357 1.436 2.375
C -3.167 1.248 1.702
C -3.202 0.651 0.441
N -2.115 0.414 -0.375
C -2.471 -0.104 -1.533
C -1.488 -0.289 -2.589
C -1.859 -0.588 -3.900
C -0.896 -0.587 -4.893
C 0.425 -0.299 -4.572
C 0.791 -0.030 -3.258
C -0.150 -0.016 -2.235
H -6.562 0.141 0.125
H -6.492 1.206 2.361
H -4.354 1.898 3.354
H -2.215 1.558 2.119
H -2.895 -0.804 -4.138
H -1.173 -0.796 -5.917
H 1.172 -0.285 -5.357
H 1.832 0.186 -3.039
N 0.274 4.484 0.345
C -0.582 5.153 -0.549
C -0.782 6.518 -0.439
C -1.646 7.158 -1.318
C -2.321 6.430 -2.281
C -2.117 5.059 -2.388
C -1.230 4.431 -1.535
S -0.826 2.722 -1.797
N -0.075 2.242 -0.312
C 0.405 3.150 0.491
C 1.245 2.723 1.622
C 1.610 3.571 2.668
C 2.601 3.170 3.542
C 3.209 1.943 3.336
C 2.713 1.135 2.328
N 1.729 1.485 1.509
H 0.792 5.065 0.980
H -0.254 7.079 0.325
H -1.788 8.227 -1.241
H -3.004 6.924 -2.958
H -2.625 4.476 -3.146
H 1.112 4.520 2.816
H 2.913 3.809 4.357
H 4.035 1.609 3.947
H 3.143 0.154 2.173

ΔE to the lowest compared entry with this formula, charge and spin	77.9	kJ/mol
⟨S²⟩	0.75
spin multiplicity	2
LUMO (spin up / spin down)	-3.55 / -3.53	eV
total charge	+1
orbital gap (spin up / spin down)	6.549 / 6.882	eV

---

Number 1: total energy -3728.1197 hartree. Number 2: total energy -435.4959 hartree. Number 3: total energy -5490.0890 hartree. Number 4: total energy -425.4408 hartree. Number 5: total energy -1139.9381 hartree. Number 6: total energy -3359.2871 hartree.